The following is a quantum chemistry calculation of a molecular structure, C20H14Cl3IN2O3Zn, from the OMol25 dataset.

The energy above the lowest of the compared OMol25 structures with the same formula, charge and spin is 0.000 eV. Its HOMO-LUMO gap is 7.472 eV. Its charge is 0. Its HOMO energy is -8.2 eV.

Geometry (Å):
Zn  -0.291  1.230  0.284
C  -4.743  0.235  0.704
C  -3.906  -0.736  -0.069
N  -4.442  -1.854  -0.476
C  -3.688  -2.732  -1.177
C  -2.381  -2.514  -1.502
C  -1.645  -3.558  -2.300
O  -1.252  -3.104  -3.594
C  -1.760  -1.305  -1.072
C  -0.402  -1.060  -1.491
N  0.358  -0.095  -1.094
C  1.662  0.022  -1.643
C  2.541  -1.055  -1.639
C  3.821  -0.916  -2.149
C  4.236  0.305  -2.658
C  3.368  1.387  -2.661
C  2.087  1.244  -2.153
I  0.775  2.863  -2.200
C  -2.529  -0.390  -0.323
O  -2.123  0.748  0.149
H  -5.748  -0.163  0.808
H  -4.775  1.201  0.198
H  -4.310  0.416  1.689
H  -4.184  -3.648  -1.478
H  -2.273  -4.450  -2.377
H  -0.720  -3.859  -1.805
H  -2.039  -2.785  -4.049
H  -0.003  -1.735  -2.246
H  2.218  -1.995  -1.209
H  4.498  -1.760  -2.136
H  5.237  0.422  -3.050
H  3.687  2.341  -3.058
Cl  2.373  2.199  6.852
C  1.921  2.236  5.174
C  1.225  1.174  4.629
C  0.881  1.232  3.292
Cl  -0.003  -0.116  2.599
C  1.190  2.310  2.447
O  0.884  2.369  1.176
C  1.901  3.358  3.064
Cl  2.330  4.727  2.095
C  2.262  3.331  4.396
H  0.956  0.318  5.230
H  2.806  4.161  4.823